{
  "formula": "C10H14N2",
  "method": "ωB97M-V with the def2-TZVPD basis set",
  "lumo_energy_ev": 0.91,
  "de_lowest_kj_mol": 139.6,
  "smiles": "C=C(C)N(C)c1ccccc1N",
  "spin_multiplicity": 1,
  "gap_ev": 8.210,
  "species": ["N", "N", "C", "C", "C", "C", "C", "C", "C", "C", "C", "C", "H", "H", "H", "H", "H", "H", "H", "H", "H", "H", "H", "H", "H", "H"],
  "coordinates": [[1.08772, 1.89087, 0.14804], [0.32695, -0.92158, 0.22564], [1.53596, -1.47006, 2.24498], [-1.52926, 1.83335, -2.35283], [-0.17837, 0.35913, 2.16923], [0.47915, -2.22623, -0.29566], [-0.01147, 1.43398, -0.51270], [-1.26837, -0.32837, -1.47805], [-0.32493, 0.00892, -0.55000], [0.49605, -0.64040, 1.57190], [-1.82267, 0.50554, -2.43593], [-0.70617, 2.32292, -1.33111], [1.33103, -2.66004, 0.20012], [0.97980, -2.35773, 2.51775], [-0.41815, -2.99820, -0.17286], [0.58183, -2.23986, -1.40815], [-0.07999, 0.55638, 3.24982], [-0.31933, 3.35699, -1.44387], [-1.78784, 2.51572, -3.10079], [1.21886, 2.85368, -0.05862], [-1.68486, -1.32056, -1.49583], [-0.98854, 0.82464, 1.74698], [2.30964, -1.72883, 1.55811], [1.42887, 1.42687, 0.92815], [-2.52343, 0.09147, -3.10395], [1.86751, -1.08860, 3.17964]],
  "forces_ev_per_a": [[-0.75, 0.73, -1.73], [-0.12, 0.67, -0.03], [-1.54, -0.53, 0.07], [0.77, 0.29, 0.85], [1.37, -1.70, 2.22], [-1.39, -2.56, -0.93], [0.07, -1.58, -0.37], [-0.90, -1.24, -0.26], [-0.78, 2.96, -0.83], [0.05, 0.94, 0.58], [0.35, 0.37, 1.11], [0.71, -0.29, -1.02], [0.23, -0.55, -0.31], [0.27, -0.79, 0.05], [1.34, 1.65, 0.32], [0.39, 0.41, 0.93], [0.42, -0.19, -0.69], [-0.45, -0.63, 0.44], [-0.85, 0.92, -0.99], [0.74, 0.55, 0.67], [0.34, -0.56, 0.12], [-1.62, 1.09, -1.25], [0.83, -0.08, -0.09], [0.64, -0.37, 1.52], [-0.59, -0.23, -0.91], [0.49, 0.71, 0.51]],
  "lowdin_charge": [0.134, -0.105, -0.034, -0.109, 0.042, -0.075, -0.265, -0.052, -0.194, -0.371, -0.104, -0.039, 0.060, 0.091, 0.127, 0.107, 0.078, 0.116, 0.081, 0.088, 0.106, 0.037, 0.071, 0.049, 0.087, 0.074]
}